(1)
The following is a quantum chemistry calculation of a molecular structure, C23H29N5O7Zr at a distorted geometry, from OMol25.

The geometry in XYZ format:
```
65
Properties=species:S:1:pos:R:3:nbo_charge:R:1
Zr 0.306 0.299 -0.252 2.04
O -0.297 3.271 1.986 -0.63
C -0.184 2.852 0.850 0.75
O 0.863 2.338 0.288 -0.77
C -1.401 2.827 -0.072 0.14
C -1.941 3.980 -0.623 -0.23
C -2.997 3.854 -1.506 -0.14
C -3.492 2.588 -1.796 -0.26
C -2.894 1.497 -1.198 0.06
N -1.863 1.603 -0.355 -0.51
H -1.529 4.943 -0.357 0.24
H -3.432 4.730 -1.968 0.22
H -4.316 2.447 -2.481 0.23
H -3.248 0.491 -1.394 0.20
O -1.017 -1.290 -0.938 -0.63
C -1.239 -1.658 -2.101 0.45
C -0.790 -1.040 -3.308 -0.34
C -1.146 -1.697 -4.502 -0.03
C -0.760 -1.182 -5.702 -0.08
C -0.006 0.004 -5.780 -0.12
C 0.338 0.667 -4.641 -0.29
C -0.040 0.184 -3.352 0.48
O 0.274 0.851 -2.312 -0.72
N -1.137 -1.875 -6.934 0.54
O -0.666 -1.461 -7.975 -0.38
O -1.773 -2.907 -6.830 -0.39
H -1.852 -2.560 -2.231 0.15
H -1.722 -2.613 -4.472 0.24
H 0.288 0.371 -6.752 0.25
H 0.915 1.581 -4.674 0.23
C -2.657 -0.280 3.080 -0.40
N -1.407 -0.051 3.779 -0.42
C -1.513 0.131 5.219 -0.20
C -0.153 0.014 5.872 -0.42
C 0.809 0.919 5.131 -0.21
N 0.857 0.524 3.731 -0.41
C 2.043 0.904 2.967 -0.42
C -0.268 0.169 3.083 0.85
O -0.282 0.038 1.835 -0.75
H -3.358 0.530 3.299 0.20
H -3.099 -1.224 3.404 0.20
H -2.481 -0.314 2.010 0.24
H -2.201 -0.626 5.602 0.21
H -1.954 1.112 5.430 0.19
H 0.202 -1.017 5.808 0.21
H -0.213 0.290 6.923 0.23
H 1.818 0.841 5.532 0.21
H 0.499 1.967 5.214 0.20
H 1.993 1.952 2.669 0.23
H 2.136 0.287 2.077 0.26
H 2.915 0.738 3.600 0.20
C 2.283 -3.040 0.465 -0.60
C 2.788 -1.836 -0.338 0.08
C 3.043 -2.261 -1.792 -0.60
C 4.105 -1.340 0.274 -0.60
N 1.805 -0.793 -0.308 -0.97
H 3.023 -3.844 0.487 0.20
H 1.362 -3.430 0.027 0.20
H 2.066 -2.740 1.493 0.20
H 3.899 -2.936 -1.874 0.20
H 3.234 -1.379 -2.405 0.21
H 2.167 -2.772 -2.200 0.20
H 4.888 -2.099 0.210 0.20
H 3.963 -1.085 1.327 0.20
H 4.444 -0.443 -0.246 0.21
```

Output
- frontier orbital gap (eV) = 7.1
- M (u) = 578.74
- E_HOMO (eV) = -7.60


(2)
The following is a quantum chemistry calculation of a single C5H9N3 molecule at a distorted geometry, from OMol25.

The geometry in XYZ format:
```
17
Properties=species:S:1:pos:R:3:nbo_charge:R:1
H 0.381 1.199 -2.039 0.35
N 0.457 1.677 -1.136 -0.75
C 0.350 0.833 -0.137 0.41
N 0.965 1.124 1.080 -0.81
C -0.924 -0.021 -0.097 0.25
C -2.228 0.521 0.374 -0.67
N -0.666 -1.236 -0.423 -0.41
C 0.795 -1.272 -0.774 -0.09
C 1.673 -1.997 -0.060 -0.38
H 1.216 2.103 1.162 0.40
H 0.546 0.739 1.917 0.38
H -2.374 1.516 -0.056 0.24
H -3.045 -0.142 0.079 0.24
H -2.213 0.615 1.463 0.23
H 0.956 -1.124 -1.839 0.20
H 2.562 -2.409 -0.522 0.21
H 1.549 -2.125 1.009 0.20
```

Output
- frontier orbital gap (eV) = 9.1
- M (u) = 111.15
- SMILES string = [H]/N=C(N)\C(C)=N/C=C
- E_HOMO (eV) = -8.75